Computed, not measured: a structure of composition C29H45BaNO6S2Si3Te, with ωB97M-V with the def2-TZVPD basis set.

Geometry as XYZ:
```
88
Properties=species:S:1:pos:R:3:mulliken_charge:R:1
C 2.63413 -0.26525 -2.69163 -0.723
H 0.28184 -0.65120 -4.54954 0.231
H 6.14689 -0.71736 3.76086 0.400
C -2.86500 -4.01302 5.43949 -0.553
H -1.52355 2.02027 -4.83706 0.350
H -0.52974 2.96552 -0.16482 0.085
C 5.53189 -0.14011 3.07196 -1.039
H 1.25541 2.93302 -4.15731 0.336
Si -0.89314 1.71764 -2.38179 -0.383
C -4.15909 -1.11006 -0.32857 -1.273
H 1.60883 2.44513 -0.58752 -0.164
H -2.51936 2.37041 0.70954 0.238
C -0.79090 -0.82610 -4.64306 -1.323
H 2.67792 -2.98416 2.64911 0.177
H -4.77896 1.08597 -2.71407 0.285
H -4.18303 2.54503 -1.91554 0.248
C -2.49664 -4.72642 3.18663 -0.623
C 1.67253 2.02150 -3.74702 -0.753
C 4.96467 3.59839 2.24311 -0.573
H 5.97009 3.37187 2.58831 0.356
C -4.54760 1.52752 -1.74022 -1.322
O 0.77790 -1.59787 3.15104 -0.550
Ba 0.38322 -0.20382 0.82073 1.247
C -1.56420 2.61968 -3.92761 -1.341
H -0.11720 3.93701 -1.57096 0.405
C 3.05895 5.02828 2.16339 -0.467
O -1.79180 -4.54281 0.51785 -0.790
H 2.96366 1.27568 -0.45383 0.204
H 2.54238 5.93887 2.45225 0.352
C -3.37372 -1.68922 -3.62240 -1.275
H -3.84527 -0.84945 -4.14386 0.239
H 4.41390 0.04985 -3.84517 0.405
C 4.32695 2.69690 1.40855 -0.210
H -2.48923 0.81015 1.55975 0.113
H -4.01139 1.59041 1.22569 0.362
H -2.61109 2.87911 -3.74574 0.237
C -2.05184 -2.91496 5.20321 -0.709
C 3.43255 0.42614 -3.58656 -0.642
C 3.66940 -2.54489 2.72647 -0.866
S -1.07021 -3.51415 1.23418 1.296
H -0.69884 -3.46406 -3.17315 0.418
H 5.78648 -0.40013 2.04517 0.314
H -1.32729 -3.18174 -1.54600 -0.011
H 3.53360 2.19372 -4.80881 0.378
C -3.01585 1.40319 0.80680 -0.784
C -1.70190 0.23541 -1.78023 1.546
H 2.98946 -1.19049 -2.24511 0.298
O 0.37317 -3.68545 1.27328 -0.644
H -1.22449 0.00256 -5.20539 0.344
C 4.34841 4.78184 2.63944 -0.569
H 4.84845 5.48346 3.29602 0.353
C 2.93911 1.60778 -4.11695 -0.631
Si -1.66448 -1.15838 -2.97507 0.086
Te 3.44861 -0.53063 3.40622 0.304
C -0.82355 3.19300 -1.18919 -1.263
H 4.14561 -2.52956 1.74717 0.279
H -1.81524 3.65667 -1.15972 0.524
C -1.45583 -2.70305 3.96473 0.220
C -0.80158 -2.71858 -2.37822 -0.521
H -4.34383 -1.08440 0.74900 0.411
H -2.66831 -5.41622 2.37259 0.521
H -3.31626 -4.14732 6.41538 0.367
C 2.41659 4.13187 1.33388 -0.390
H 5.70608 0.92363 3.21923 0.145
H 0.20188 -2.43780 -2.04540 0.022
H 4.28516 -3.10748 3.42529 0.356
O -1.43541 -2.15091 0.83333 -0.510
H 4.84211 1.78668 1.11756 0.466
O -1.16986 -0.18793 3.18260 -0.721
C 0.91564 1.26415 -2.84873 0.297
H -3.58624 -2.01651 -0.51752 0.171
C 2.32484 1.97770 0.08507 -0.861
C 3.01905 2.91597 0.91020 0.373
S -0.41968 -1.21714 3.90700 1.175
H -3.23345 -2.49745 -4.34855 0.367
H -5.47607 1.59913 -1.16347 0.357
H -5.12366 -1.18434 -0.83994 0.426
H -1.02380 3.55436 -4.11373 0.354
C -3.08437 -4.92799 4.42662 -0.558
H -4.06435 -2.04194 -2.85850 0.355
O -0.16221 -0.89962 5.29082 -0.780
H -3.71521 -5.79386 4.58936 0.371
H -0.92615 -1.73266 -5.24374 0.477
N 1.41978 0.13295 -2.32097 1.065
C -1.68551 -3.62698 2.93394 -0.173
H 1.41021 4.35229 0.99040 0.225
Si -3.23937 0.47434 -0.83004 0.563
H -1.85156 -2.20155 5.98952 0.503
```

Results
gap between HOMO and LUMO: 5.019 eV
total charge: -2
relative energy (zero: lowest compared OMol25 entry of this formula, charge and spin): 0.7647 eV
electronic energy: -3596.84847 hartree
LUMO energy: 3.810 eV



Computed, not measured: a cluster of 12 separate species, C36H91N5O26S7 in total, with ωB97M-V with the def2-TZVPD basis set.

Geometry as XYZ:
```
165
Properties=species:S:1:pos:R:3:mulliken_charge:R:1
O 2.20561 -7.57640 -4.25398 -0.611
H -2.64108 4.03179 -4.93499 0.479
O 1.90527 0.55492 1.16246 -1.019
H 5.51548 -3.29412 -3.32489 0.372
H -4.58548 -1.03735 1.01570 -0.036
C -1.22291 -3.97248 4.19385 -0.913
H 3.16033 -0.11186 3.60641 0.336
H 4.43950 1.08127 -3.16306 0.581
O 0.30539 1.06457 -6.81610 -0.366
H 7.02796 3.23068 0.63015 0.428
H -6.27601 -0.69534 1.13933 0.498
H -2.00987 3.92889 3.35325 0.407
H 5.60799 1.49553 -0.38487 -0.019
O -3.99226 -5.95884 -0.82388 -0.742
H 2.41057 -3.85927 2.04409 0.388
C -1.36568 3.76926 2.48859 -1.438
C 3.54351 -5.35813 -4.32759 -0.593
H 5.49200 4.02476 0.13717 0.307
C 0.21886 4.32504 -0.94298 -0.025
H -4.14793 -4.35506 -2.84411 0.387
C 0.43328 2.43304 -6.61017 0.127
C -0.02736 -3.40105 3.42967 0.725
H -0.01226 2.92169 3.81984 -0.521
C 0.05875 3.62629 2.99121 1.956
O -5.23290 -0.21863 5.90656 -0.589
H 0.71795 4.36022 -7.73620 0.369
H -0.94978 -4.14704 5.23454 0.463
H -1.16794 -5.21583 -3.35965 0.451
H -0.78174 2.45611 -0.81365 -0.470
S -0.01562 1.68661 7.10626 1.178
N -0.15620 -0.68151 -0.10405 2.737
C -2.95162 2.35744 5.87187 -0.723
H -2.34709 3.50300 7.65586 0.314
O 0.46524 0.57974 -4.32472 -0.285
C -3.50294 -4.93492 -0.25609 0.301
H -0.93745 3.53054 -4.41795 -0.085
H -1.78143 4.41256 -1.09373 0.106
O 5.13440 -1.42374 -3.99088 -0.420
C 1.53133 -3.48430 1.52021 -0.530
S -0.23888 0.13729 -5.55671 1.268
H -1.60907 -4.89871 3.76829 0.343
C -2.50416 3.08875 -3.08033 0.805
H 0.21139 -0.05571 -2.07372 -0.168
H -2.16145 -5.89971 0.97421 0.407
H 1.45899 -2.39671 1.51946 0.039
H 5.90686 1.17558 1.27633 0.491
H 0.57993 2.53970 -1.96460 0.177
C -0.85294 -4.78073 -2.41120 -0.774
C 3.89271 0.45457 3.03120 -1.073
H 5.87925 3.76163 1.80422 0.321
H 2.63729 0.87732 -2.83972 -0.070
H 3.66345 1.42285 3.47616 0.296
C -5.09594 -2.74289 5.00221 -0.804
H 1.12812 2.77536 -5.84328 0.219
C 0.22909 2.83086 -0.97453 1.120
C -2.79287 0.79420 -2.06908 -1.067
H -0.44347 -1.78711 -1.94053 -0.492
N 0.37681 -3.96172 2.34882 -0.066
C -1.31091 6.39567 -0.86702 -1.084
O 3.53041 -0.25613 -5.54262 -0.696
O -1.69450 0.11350 -5.56290 -0.815
H 0.97818 -3.97075 -1.64548 -0.575
H 1.58283 -3.82306 0.48547 0.065
O 0.48066 4.92424 3.32758 -0.616
C 0.16470 -0.98963 -1.51362 0.031
C 0.71015 3.29321 -7.95875 -1.381
H 0.51983 -0.02118 0.25240 -1.092
C 3.62003 0.41037 -2.90526 0.186
O 1.44595 -5.73672 -2.68817 -0.470
H -1.91909 6.59003 -1.75045 0.285
H 1.16838 -1.41332 -1.54833 0.109
H 0.29700 1.02880 4.76427 -0.340
H 2.91441 4.58201 1.29855 0.077
O -2.89890 -1.36253 5.77495 -0.534
C 0.36678 -1.49923 -6.12586 -0.785
H 1.40801 -1.33492 -6.40326 0.220
H -3.93885 2.81822 5.83763 0.469
O 1.01084 -5.58194 -5.16611 -0.535
H -0.44100 -0.43807 2.56296 -0.069
S -4.26786 -1.12648 5.28070 1.078
H -5.25945 0.85022 2.78617 0.295
H 0.87583 2.32709 -0.25616 -0.324
C 5.95672 3.30926 0.81555 -1.440
H -1.08888 -5.30095 -1.48286 0.177
H -0.26472 -1.73379 -6.98276 0.531
C 0.67803 -4.53153 -2.53066 1.403
C 5.41564 -2.30175 -2.88519 -0.017
H -4.38559 -3.32763 4.41777 0.173
C -0.10969 0.50649 5.63025 -0.060
S 1.89453 -6.18655 -4.22269 1.090
H -1.99863 -1.17063 2.66966 -0.530
H -2.27238 4.24863 6.10230 0.394
C -1.20533 -1.09082 0.60678 0.558
O -4.14247 -0.60065 3.68384 -0.269
O 2.44491 6.15584 4.54336 -0.652
N -0.94646 4.96778 -0.97257 0.235
O -0.69700 3.03913 6.43339 -0.264
H 7.09520 -2.36720 -1.56454 0.409
H -1.44980 4.63024 1.82547 0.250
O 2.64884 -1.95245 -3.81390 -0.203
H -2.26443 -4.23614 1.29526 -0.534
H -3.82522 1.06807 -1.85150 0.414
O -2.12642 -1.73569 0.09165 -1.249
H -3.68900 -5.21447 1.78998 0.303
H 0.80198 -3.91616 -3.42175 -0.168
H -5.91694 -2.54339 4.31354 0.309
O 1.22586 5.04163 -0.80962 -0.810
H -1.13169 0.14684 5.51079 -0.197
H -5.60507 -2.08406 1.97114 0.246
C 2.71812 5.46538 1.90619 -0.695
N -2.31774 1.72128 -3.10058 0.445
H -0.42349 7.01330 -0.72873 0.368
H 3.63050 6.05990 1.95312 0.509
H -2.12551 0.77340 -1.20752 -0.006
H 1.60531 2.99369 -8.50378 0.367
H -2.72295 -0.23554 -2.41960 0.358
C -1.89264 3.97872 -4.14435 -0.828
H -3.16567 -2.94738 -0.46490 0.611
H 3.88562 -0.17947 -2.02796 -0.491
O 2.64169 3.69770 3.94937 -0.550
H -0.15418 -4.75127 2.01003 0.187
O 4.02031 1.90275 0.73856 0.095
C -1.39816 -0.50818 2.04620 0.037
O 4.06994 -0.67532 0.57251 -0.676
H -2.05577 6.59541 -0.09670 0.335
O -0.98302 1.17605 8.06612 -0.602
C -2.07773 3.30816 6.61778 -0.643
S 2.16540 5.03653 3.60708 1.060
H -2.98187 1.37612 6.34536 0.346
H -5.31152 -3.20390 5.96611 0.417
S 3.34348 0.43262 1.20865 0.737
H -2.60383 2.15767 4.85834 0.103
H 1.94509 6.05410 1.41230 0.260
C -5.41910 -1.04032 1.71795 -0.797
H -3.89886 -2.69061 -2.72060 0.211
H -1.73482 2.87753 1.98200 0.082
H 4.60975 -2.29086 -2.15133 0.191
H 4.07374 -5.68805 -5.22095 0.504
H -1.48005 -3.89305 -2.32844 -0.006
O 1.44276 1.86812 7.38837 -0.627
C 6.54200 -1.64108 -2.16020 -1.058
H 6.28548 -0.72941 -1.62061 -0.036
C -4.32579 -3.52362 -2.16207 -0.982
C -2.89186 -5.09481 1.05625 0.028
H 3.40209 -4.28495 -4.19963 -0.193
H 0.20926 -2.16125 -5.27439 0.015
H -0.04227 3.04993 -8.70894 0.342
H 4.87758 0.07160 3.29852 0.454
H 7.26813 -1.21263 -2.85104 0.393
S 3.58090 -0.86989 -4.22510 0.918
H -6.23691 -0.37900 3.65523 0.581
H -1.85213 5.01997 -3.82458 0.226
H 0.47886 -0.40873 5.69402 0.707
N -3.68639 -3.71668 -0.86131 0.268
O -3.14184 3.67533 -2.17448 -0.832
H 0.67823 3.05033 2.30374 -0.197
H -5.41564 -3.51277 -2.17661 0.337
C 5.42545 1.89420 0.61305 -0.051
H -1.99224 -3.22091 4.37094 -0.138
H -2.02774 1.33027 -3.98552 0.073
H 4.13623 -5.75200 -3.50195 0.359
H -2.02643 0.38249 2.03789 0.414
C -5.36599 -0.20853 3.02235 -0.551
O 0.57821 -2.47125 3.97418 -0.636
H -0.58034 2.74654 -6.36041 0.162
```

Results
gap between HOMO and LUMO: 9.187 eV
electronic energy: -6443.46518 hartree
structure (SMILES): CCOS(C)(=O)=O.CCOS(C)(=O)=O.CCOS(C)(=O)=O.CCOS(C)(=O)=O.CCOS(C)(=O)=O.CCOS(C)(=O)=O.CCOS(C)(=O)=O.CNC(C)=O.CNC(C)=O.CNC(C)=O.CNC(C)=O.CNC(C)=O
LUMO energy: 0.000 eV



Computed, not measured: a cluster of 5 separate species, C24H16BF4O16 in total, with ωB97M-V with the def2-TZVPD basis set.

Geometry as XYZ:
```
61
Properties=species:S:1:pos:R:3:nbo_charge:R:1
C 11.38100 6.51500 -3.30300 0.319
C 7.77800 -6.08800 3.04200 -0.357
H 14.78100 -3.97300 0.87500 0.242
C 14.07500 4.75000 2.52400 0.363
C 13.84900 -2.36400 3.84200 0.394
C 15.44800 3.55800 4.45600 0.399
F 9.71800 2.00700 1.01700 -0.566
C 16.00200 5.96800 3.48600 -0.387
C 10.89300 4.49500 -2.03400 -0.411
C 14.22200 3.59500 3.57700 -0.371
H 11.23600 3.54000 -1.74600 0.237
O 14.58300 6.83800 1.77400 -0.481
H 14.94300 -2.60100 5.75600 0.250
O 17.32100 4.81300 5.21500 -0.620
O 15.43800 2.70500 5.39600 -0.549
C 14.95000 -2.98000 4.62600 -0.356
C 9.33100 -5.35600 1.15100 0.390
C 8.91800 -3.84500 3.11200 0.381
O 13.05400 4.63100 1.54900 -0.659
O 9.12500 4.76300 -0.19300 -0.641
H 9.64400 -2.22900 3.26200 0.515
H 9.85100 8.33500 -2.84700 0.242
C 16.30400 4.78600 4.46300 0.368
F 11.60300 2.16200 2.03600 -0.597
H 9.51100 3.87100 0.07400 0.529
F 10.29400 0.33000 2.42600 -0.576
C 8.36600 -6.30000 1.68800 0.339
H 12.43900 3.94800 1.56900 0.527
O 13.07300 -1.55900 4.29400 -0.478
O 12.06400 7.18000 -4.31800 -0.659
H 8.38700 -7.53800 0.24000 0.496
C 15.84800 -4.00900 4.10300 0.310
H 10.37800 -3.53200 1.36800 0.257
O 13.05200 -1.93700 1.66900 -0.612
O 10.04800 -5.63300 0.08700 -0.565
C 11.70900 5.09300 -3.14500 0.447
C 13.96700 -2.60100 2.49300 0.339
O 16.52200 -5.14000 2.13900 -0.548
H 12.73100 6.62900 -4.71800 0.497
O 8.21100 -7.52600 1.12400 -0.632
C 9.37600 6.69800 -1.58300 0.448
O 8.93700 -2.72000 3.77700 -0.569
C 15.71000 -4.37800 2.69000 0.405
B 10.29400 1.68000 2.16900 1.328
O 8.41500 7.25400 -1.09300 -0.482
H 16.73500 6.62800 3.54400 0.207
C 14.75700 -3.74200 1.88300 -0.323
C 7.86900 -4.83900 3.70900 0.439
C 9.67100 -4.23300 1.94400 -0.455
O 12.46100 4.47300 -3.82800 -0.527
H 6.94300 -6.75500 3.44900 0.243
H 17.45800 3.96900 5.71700 0.515
O 7.31700 -4.65100 4.76300 -0.485
C 10.21900 7.31400 -2.66000 -0.356
C 9.79100 5.26800 -1.32700 0.347
F 9.63400 2.32700 3.20900 -0.567
H 12.55100 -1.44800 2.27100 0.502
H 17.67200 -4.66000 3.98200 0.514
H 13.41400 2.81800 3.42800 0.280
O 17.00700 -4.28300 4.71500 -0.639
C 14.83700 5.95200 2.55900 0.397
```

Results
gap between HOMO and LUMO: 5.921 eV
total charge: -1
relative energy (zero: lowest compared OMol25 entry of this formula, charge and spin): 0.0000 eV
electronic energy: -2552.24979 hartree
LUMO energy: -0.624 eV